108
Properties=species:S:1:pos:R:3:forces:R:3 method="wB97M-V/def2-TZVPD" orbital_gap_ev=7.431 molar_mass_da=978.540
Sn 0.2743 0.3804 0.3167 0.162 -0.017 0.054
N -1.4036 -2.3232 2.7442 -0.013 -0.047 -0.016
C -1.1933 -3.6729 2.7740 0.033 0.019 0.009
C -1.4353 -4.4615 3.8779 -0.006 -0.002 -0.005
C -1.1497 -5.8396 3.8595 0.006 0.001 -0.005
C -0.6265 -6.4502 2.7547 -0.001 -0.003 0.003
C -0.3677 -5.6752 1.5987 0.008 0.003 0.007
C 0.1621 -6.2170 0.4047 0.001 0.001 0.001
C 0.3734 -5.4069 -0.6725 0.011 0.008 0.001
C 0.0605 -4.0348 -0.5621 0.019 0.014 0.016
N -0.4195 -3.4923 0.5271 -0.034 -0.009 -0.041
C -0.6435 -4.2915 1.6013 0.012 0.012 0.005
H -1.3999 -1.8863 1.8366 -0.043 0.026 -0.005
H -1.9992 -1.8984 3.4324 0.009 0.004 0.004
H -1.8475 -4.0110 4.7727 0.000 0.000 0.000
H -1.3540 -6.4225 4.7491 -0.002 -0.001 0.000
H -0.4105 -7.5109 2.7457 -0.001 0.000 0.001
H 0.3892 -7.2760 0.3618 -0.001 0.000 -0.001
H 0.7722 -5.7910 -1.6022 0.000 0.002 0.000
H 0.2182 -3.3728 -1.4080 0.005 0.012 -0.011
C 2.1061 3.0905 -6.0016 -0.009 -0.005 -0.001
C 3.1716 3.6243 -5.0206 0.000 -0.008 -0.016
C 4.1123 4.5584 -5.7733 -0.003 0.002 -0.025
C 3.8975 2.4329 -4.4244 -0.004 0.002 0.008
C 5.1213 1.9523 -4.8674 0.021 -0.003 0.006
C 5.6643 0.7863 -4.3437 -0.009 0.013 0.006
C 4.9832 0.0876 -3.3634 0.000 0.006 -0.010
C 3.7684 0.5583 -2.8713 0.022 -0.059 0.030
P 2.7625 -0.3003 -1.6080 -0.008 0.020 0.016
C 3.9771 -1.2228 -0.6171 0.042 0.043 -0.016
C 3.6011 -2.4318 -0.0318 -0.021 -0.031 0.028
C 4.4147 -3.0445 0.9094 -0.004 0.008 0.008
C 5.6105 -2.4515 1.2882 0.001 0.002 -0.003
C 5.9886 -1.2428 0.7195 -0.002 -0.002 -0.003
C 5.1777 -0.6304 -0.2243 -0.022 -0.019 0.051
C 1.9990 -1.5793 -2.6713 -0.032 0.028 -0.026
C 0.7264 -1.2970 -3.1635 0.001 -0.042 -0.014
C 0.0865 -2.1840 -4.0189 0.007 0.009 0.012
C 0.7093 -3.3711 -4.3747 0.015 -0.007 0.000
C 1.9778 -3.6614 -3.8859 -0.020 -0.006 -0.011
C 2.6224 -2.7673 -3.0450 0.023 -0.031 -0.004
C 3.2509 1.7280 -3.4142 -0.022 0.016 -0.007
O 2.0294 2.1663 -2.9350 -0.022 0.011 -0.011
C 1.8422 3.5291 -2.9061 -0.026 0.028 0.001
C 1.0322 4.0662 -1.9077 0.079 -0.055 -0.006
C 0.8940 5.4554 -1.8694 -0.006 0.014 -0.002
C 1.5268 6.2661 -2.7906 -0.004 0.003 0.007
C 2.2932 5.6976 -3.7970 0.015 0.021 0.001
C 2.4499 4.3239 -3.8808 -0.010 -0.002 0.014
P 0.0684 3.0437 -0.7147 -0.077 0.034 0.023
C 0.0784 4.1410 0.7377 0.039 0.017 -0.007
C 1.3127 4.6147 1.1877 -0.004 -0.011 0.016
C 1.3972 5.3663 2.3465 0.001 0.001 0.004
C 0.2480 5.6505 3.0741 -0.001 -0.004 -0.002
C -0.9786 5.1761 2.6384 -0.003 0.002 -0.005
C -1.0662 4.4194 1.4771 -0.016 0.004 -0.025
C -1.6026 3.1680 -1.4385 -0.004 -0.051 -0.017
C -2.2825 4.3763 -1.5830 -0.005 0.018 0.003
C -3.5292 4.4108 -2.1847 0.010 0.015 0.005
C -4.1085 3.2391 -2.6563 0.006 -0.011 0.000
C -3.4396 2.0338 -2.5188 -0.019 0.006 -0.004
C -2.1933 1.9994 -1.9089 -0.014 0.006 0.021
H 2.5870 2.5448 -6.8154 0.002 0.002 -0.001
H 1.5335 3.9197 -6.4212 0.002 0.002 -0.001
H 1.4132 2.4149 -5.4986 0.000 -0.001 -0.006
H 4.5941 4.0310 -6.5961 0.004 -0.005 0.004
H 4.8845 4.9673 -5.1199 0.003 0.003 -0.004
H 3.5570 5.3835 -6.2191 0.003 -0.001 0.007
H 5.6599 2.4821 -5.6408 -0.004 0.003 -0.005
H 6.6148 0.4215 -4.7100 0.000 0.000 0.001
H 5.4025 -0.8246 -2.9580 -0.009 -0.011 -0.014
H 2.6569 -2.8925 -0.2980 -0.011 -0.006 0.020
H 4.1030 -3.9802 1.3558 0.001 0.000 0.002
H 6.2425 -2.9251 2.0281 -0.001 0.001 0.002
H 6.9154 -0.7691 1.0173 -0.001 -0.002 0.000
H 5.4768 0.3210 -0.6474 -0.002 0.008 0.007
H 0.2306 -0.3820 -2.8608 -0.002 0.018 -0.011
H -0.9032 -1.9544 -4.3925 0.000 -0.002 0.000
H 0.2081 -4.0717 -5.0303 -0.001 -0.001 0.001
H 2.4670 -4.5868 -4.1631 0.001 -0.002 -0.006
H 3.6093 -3.0042 -2.6642 -0.022 0.014 -0.040
H 0.2997 5.9069 -1.0868 0.015 -0.001 -0.007
H 1.4167 7.3407 -2.7319 -0.001 0.001 0.002
H 2.7682 6.3400 -4.5254 -0.003 -0.006 0.001
H 2.2142 4.3950 0.6274 0.003 -0.003 0.002
H 2.3604 5.7253 2.6853 0.000 0.001 -0.001
H 0.3124 6.2356 3.9824 0.000 0.001 0.000
H -1.8756 5.3823 3.2076 0.000 0.000 0.000
H -2.0243 4.0313 1.1618 0.000 0.011 -0.013
H -1.8442 5.2959 -1.2169 -0.011 -0.013 0.002
H -4.0514 5.3535 -2.2847 -0.001 0.001 0.000
H -5.0843 3.2683 -3.1237 0.000 0.000 -0.002
H -3.8906 1.1158 -2.8722 0.001 0.000 -0.001
H -1.6859 1.0501 -1.7802 -0.005 -0.001 -0.006
C 1.6624 -0.4605 3.4809 0.005 -0.001 0.005
C 2.5900 0.2220 2.4809 -0.012 0.001 0.016
C 3.7557 0.8937 3.2060 0.000 -0.001 -0.005
C 1.8300 1.2377 1.6262 -0.017 0.020 -0.007
H 2.2074 -1.1789 4.0981 0.001 0.003 0.000
H 0.8478 -0.9998 2.9916 -0.005 -0.005 -0.006
H 1.2062 0.2810 4.1433 -0.005 -0.001 -0.003
H 3.0114 -0.5520 1.8313 0.017 -0.013 -0.016
H 3.3847 1.6799 3.8702 0.003 0.001 0.001
H 4.4477 1.3523 2.4954 -0.004 -0.002 0.004
H 4.3167 0.1758 3.8101 0.001 -0.002 -0.001
H 2.5331 1.7858 0.9877 -0.003 -0.008 -0.010
H 1.3395 1.9722 2.2726 0.007 0.007 0.006
Br -1.7674 1.1431 1.8586 -0.028 -0.015 0.020